{
  "formula": "C36H92N6O12",
  "method": "the ωB97M-V functional and the def2-TZVPD basis",
  "smiles": "COC[C@H](C)N.COCCNCCOC.COCCNCCOC.COCCNCCOC.COCCNCCOC.COCCNCCOC.CCO",
  "homo_lumo_gap_ha": 0.32250,
  "homo_energy_ev": -8.242,
  "symbols": ["H", "H", "H", "H", "H", "H", "H", "H", "H", "H", "H", "H", "H", "H", "H", "H", "H", "H", "C", "H", "H", "O", "H", "O", "H", "H", "O", "N", "H", "C", "C", "C", "C", "H", "H", "H", "C", "H", "C", "H", "H", "H", "H", "H", "H", "H", "C", "H", "C", "H", "C", "H", "O", "C", "H", "H", "H", "H", "C", "C", "H", "H", "C", "C", "O", "H", "H", "O", "C", "H", "H", "H", "H", "H", "H", "H", "O", "N", "H", "O", "H", "C", "H", "H", "H", "C", "H", "H", "C", "H", "N", "H", "N", "H", "H", "O", "H", "H", "C", "H", "C", "C", "C", "O", "H", "H", "C", "N", "H", "H", "C", "C", "C", "H", "H", "H", "C", "C", "C", "H", "H", "H", "H", "H", "H", "C", "H", "H", "H", "H", "H", "C", "H", "H", "C", "H", "O", "C", "O", "H", "N", "C", "H", "C", "H", "H"],
  "positions_angstrom": [[-2.319, 7.961, -1.347], [-0.158, 8.584, -6.343], [1.417, 0.776, -1.330], [0.784, 3.154, -2.846], [-3.404, 5.112, -1.033], [-0.455, 0.298, -3.273], [-0.757, 8.413, -3.269], [0.750, -5.642, -0.495], [7.365, -2.175, -1.817], [-1.355, 1.938, -3.693], [6.995, 0.703, -0.742], [0.051, 6.867, -2.747], [-1.226, -10.729, -4.823], [1.532, 6.564, -6.593], [-5.210, -3.055, 2.820], [3.007, 6.051, -4.532], [1.537, 5.547, -3.650], [-1.406, -1.348, 5.593], [1.162, 6.515, -5.569], [5.324, 0.802, 0.988], [8.203, -0.260, -0.011], [0.618, 1.756, -4.411], [-0.072, -8.463, 0.114], [-2.204, -2.430, 3.990], [1.023, 4.076, -5.362], [-5.347, -0.527, 10.205], [-0.818, 0.359, 0.788], [6.482, -0.707, -2.914], [1.064, -0.652, 2.080], [-0.401, -0.694, -0.071], [-1.929, 4.260, 0.500], [4.077, -0.735, -3.401], [-0.535, 7.735, -2.445], [2.147, -9.253, -2.586], [3.057, 2.557, -4.804], [-1.670, -11.826, -3.556], [1.999, 5.648, -4.632], [-2.852, -2.412, 4.699], [-1.831, 7.188, -1.941], [0.125, 6.185, -5.501], [3.796, -1.284, -6.305], [2.644, -0.217, -5.536], [-2.673, -0.281, 1.434], [-0.389, -12.267, -4.845], [-2.687, 3.561, 0.854], [1.828, 1.775, -2.885], [5.156, -1.155, -2.432], [-0.925, -0.626, -1.024], [0.130, -2.334, 4.407], [-1.924, -4.429, 1.805], [0.233, -6.374, 0.126], [0.180, 4.472, 3.065], [4.212, -1.487, -4.560], [5.935, 0.029, 1.453], [-5.424, 1.203, 8.327], [-6.621, -0.024, 8.176], [1.075, -1.888, 4.717], [1.176, 10.112, -1.273], [3.192, -1.151, -5.407], [7.230, -0.333, -0.496], [4.253, 0.327, -3.573], [-0.168, -9.149, -3.646], [-5.553, 0.155, 8.055], [1.084, -0.865, -0.103], [0.079, 8.533, -1.515], [1.919, -7.713, -1.257], [1.504, 1.047, 0.256], [1.261, 7.808, -4.979], [-5.620, 0.028, 4.268], [-5.772, 1.625, 5.769], [1.242, -2.241, 1.300], [-0.748, -9.964, -2.105], [3.039, -0.880, -3.100], [0.825, -6.755, 0.958], [-0.154, -4.164, 1.423], [8.430, -0.939, -2.312], [6.288, -0.908, 0.385], [1.007, -7.934, -1.631], [-4.411, -1.424, 2.583], [0.252, -11.097, -3.397], [-1.165, 0.746, -4.769], [-0.214, 3.870, 2.246], [-0.585, -5.537, 2.292], [6.641, -1.205, -3.778], [-5.121, -1.047, 6.410], [-2.607, 5.372, -0.337], [-2.503, 6.930, -2.760], [-0.899, -7.511, -1.232], [1.236, 9.240, -1.924], [1.498, 9.152, -6.619], [1.765, 0.389, -0.464], [-6.323, 0.549, 3.619], [-1.526, 6.040, -1.033], [-6.959, 0.290, 6.014], [5.316, -0.428, 2.225], [-5.520, -2.137, 8.979], [-3.922, -3.362, 9.486], [-3.907, -0.823, 9.252], [1.577, -1.204, 1.292], [-4.653, 0.297, 3.843], [-5.944, 0.550, 5.714], [-4.996, -0.812, 9.212], [2.520, 3.271, -4.180], [-5.613, -1.403, 4.122], [1.227, 9.575, -2.961], [0.626, 9.696, -5.180], [-2.210, 0.587, 0.964], [-5.053, -0.103, 6.762], [-4.759, -2.704, 10.871], [3.173, 3.622, -3.381], [0.058, -9.833, -2.827], [-1.211, -1.594, 4.549], [-0.625, 1.160, -3.918], [-0.978, -1.532, 0.320], [-2.789, 0.619, 0.041], [2.132, 8.652, -1.725], [-4.911, -3.126, 9.877], [1.229, -9.333, -2.005], [-0.834, -11.522, -4.185], [1.425, -9.875, -1.080], [2.481, -1.926, -5.123], [0.078, -3.202, 5.064], [0.465, 3.538, 1.460], [-1.189, -0.604, 4.094], [-6.108, -1.666, 2.102], [1.334, 2.504, -3.527], [2.659, -1.097, 1.369], [1.418, -1.732, -0.673], [-1.317, 3.652, -0.167], [-0.776, 3.043, 2.679], [-0.847, 6.276, -0.323], [7.446, -1.090, -1.867], [-2.478, 1.360, 1.684], [5.152, -2.243, -2.356], [-0.973, -4.877, 1.516], [0.209, -2.878, 3.466], [-1.189, 4.773, 1.590], [-0.009, -7.661, -0.621], [-1.084, -5.881, 0.421], [6.726, 0.492, 2.043], [1.981, 4.293, -5.126], [0.779, 8.854, -5.856], [4.887, -0.636, -1.512], [-5.329, -1.971, 2.800], [-2.968, 6.195, 0.279], [-5.612, -3.960, 9.834]],
  "forces_ev_per_angstrom": [[-0.342, 0.446, -0.075], [-0.143, -0.081, 0.073], [-0.112, -0.003, -0.160], [-0.612, 0.313, -0.265], [0.158, -0.689, 0.134], [-0.004, 0.557, 0.700], [0.006, -0.404, -0.788], [0.343, 0.023, 0.127], [0.132, -0.326, 1.044], [0.340, 0.093, 1.334], [-0.480, 0.171, -0.147], [0.390, 0.167, -0.299], [0.113, 0.363, -0.141], [0.022, -0.438, -0.080], [0.000, 0.286, 0.439], [0.025, -0.080, -0.089], [-0.080, 1.159, 0.454], [-0.092, -0.390, 0.236], [0.716, 0.762, 1.655], [0.056, 0.310, 0.078], [0.232, -0.246, 0.229], [-2.479, -0.830, -1.547], [-0.500, -0.324, -0.025], [-0.376, 0.365, 0.620], [-0.027, -0.433, 0.020], [-0.141, 0.567, -0.008], [0.442, 1.778, 0.301], [-1.160, 0.528, 1.223], [0.090, 0.073, -0.076], [-3.026, -0.759, 0.319], [-1.061, -0.678, -0.141], [0.783, -0.147, 0.716], [-0.684, 0.043, -1.495], [0.001, -0.654, -0.196], [0.272, -0.144, 0.259], [-0.033, -0.571, -0.047], [-0.542, -0.800, -0.279], [-0.730, -0.449, -0.395], [0.153, -0.670, 2.325], [-0.280, -0.122, -0.441], [-1.471, -0.419, -1.197], [0.695, 0.761, 1.151], [0.160, -0.655, 0.285], [-0.639, -0.408, 0.203], [-0.317, -0.042, 0.319], [0.325, -0.013, 0.651], [-0.576, 0.741, -0.668], [0.537, 0.687, -0.743], [-0.336, -1.289, 0.729], [0.117, -0.145, -0.427], [-1.088, -0.586, -0.788], [0.436, -0.148, -0.381], [1.907, 1.595, 1.633], [-0.634, -0.361, -0.821], [0.411, 0.029, 0.056], [-0.598, -0.002, -0.358], [-0.255, 0.678, -0.421], [0.645, 0.138, -0.111], [-0.292, -2.019, -2.422], [1.023, -0.284, -1.301], [-0.212, 0.319, -0.320], [-0.204, 0.517, 0.301], [-0.211, -1.636, 2.837], [0.931, 1.532, 0.971], [0.483, 0.238, 1.444], [0.095, 0.684, 0.167], [0.030, 0.279, 0.097], [-0.443, 0.942, -1.352], [0.332, -0.245, -0.361], [-0.243, 0.056, -0.300], [0.491, -0.299, 1.134], [-0.714, 0.589, -0.135], [-0.124, 0.083, 0.938], [0.040, 1.107, 0.799], [-0.261, 0.391, -0.834], [0.248, 0.508, 0.567], [0.022, 0.591, 1.320], [0.942, 0.369, 0.164], [0.364, -0.652, -0.929], [0.880, -0.250, -0.102], [0.638, -0.297, -0.525], [-2.242, 1.062, -1.151], [-0.409, 0.373, 0.885], [0.388, -0.069, -0.063], [0.164, -0.687, 1.072], [1.371, 1.456, 0.649], [0.154, -0.433, 0.023], [-0.554, -0.402, 0.638], [-0.551, 0.130, 0.766], [0.238, -0.238, -0.046], [0.069, -0.418, -0.483], [-0.536, -0.353, -0.266], [0.481, -0.367, -2.070], [-0.396, 0.242, -0.466], [-0.087, -0.658, -0.456], [0.848, 0.110, 0.648], [0.019, -0.378, -0.028], [0.234, -0.050, -0.250], [-0.616, -0.801, -0.143], [0.482, 0.771, 0.642], [1.804, -1.404, 0.312], [-0.537, 0.056, -1.312], [-2.287, -0.549, -1.325], [-1.299, -0.914, 0.848], [-0.199, -0.223, -0.134], [-0.175, 0.154, -0.271], [-0.216, -1.943, 0.056], [-0.085, 0.644, -2.877], [-0.376, -0.127, 0.210], [-0.088, 0.472, -0.223], [-0.092, -0.611, 0.594], [1.846, 0.444, -0.176], [0.596, 0.615, -1.841], [0.634, -1.065, 0.314], [0.290, 0.779, -0.417], [0.143, 0.048, -0.118], [-0.553, 1.379, -1.444], [0.095, 0.787, -0.357], [0.538, 0.335, -0.075], [-0.161, -0.832, -0.155], [-0.936, -0.058, -1.241], [-0.230, -0.093, 0.467], [0.418, -0.087, 0.451], [-0.024, -0.002, -0.621], [-0.092, -0.163, -0.102], [2.515, -0.122, 1.829], [-0.110, -0.210, -0.019], [-0.310, 0.408, -0.811], [0.425, 0.126, -0.213], [0.186, -0.307, -0.060], [0.188, 0.500, -0.201], [-0.568, -0.170, -0.455], [0.775, 0.528, -0.504], [-0.205, -0.220, 0.558], [0.659, -2.387, -0.099], [0.101, 0.777, -0.461], [0.655, 0.185, 0.307], [-0.110, -0.077, -1.674], [0.932, 1.762, 1.200], [0.734, -0.131, -0.601], [1.375, -0.470, -0.168], [0.281, -0.418, 1.229], [0.394, -0.447, 0.282], [0.103, 2.494, 1.280], [-0.993, -0.520, 0.913], [0.398, -0.088, 0.339]]
}